[1]
The following is a quantum chemistry calculation of a 2-piece molecular cluster, C2H4N2S2 overall at a distorted geometry, from the OMol25 dataset.

Each line ends with the Mulliken charge.
Atoms and positions in Å:
C1 -1.65592 -0.67393 -0.08123  0.55
C2 1.87867 -0.40245 0.02685  -0.70
N1 -2.25519 1.60602 -0.16929  -0.78
N2 -1.75590 0.53024 0.03519  0.34
S1 -1.18219 -2.15563 -0.12618  -0.32
S2 0.76740 1.02174 -0.12995  -0.07
H1 2.74044 -0.20549 -0.74831  0.24
H2 1.51677 -1.33789 -0.41105  0.22
H3 2.44740 -0.62502 1.01569  0.27
H4 -2.50148 2.24241 0.58827  0.26

## Properties
**Spin multiplicity**: 1
**Total charge**: 0
**Orbital gap (alpha / beta)**: 7.0 / 7.0 eV

---

[2]
The following is a quantum chemistry calculation of one molecule with the formula C2H4N2S2 at a distorted geometry, from the OMol25 dataset.

Each line ends with the Mulliken charge.
Atoms and positions in Å:
C1 0.61069 -1.49459 -0.17100  0.64
C2 -0.79883 0.78129 0.39815  -0.16
H1 2.58344 -1.51685 -0.71983  0.22
H2 1.95283 -2.99871 -0.35879  0.22
H3 -0.23708 -3.08084 0.47273  0.21
H4 -1.31801 -0.10363 0.84974  0.32
N1 1.76529 -2.07083 -0.66122  -0.48
N2 -0.37859 -2.05919 0.38106  -0.64
S1 0.60462 0.26963 -0.48044  -0.11
S2 -1.32707 2.28599 0.50259  -0.22

## Properties
**Spin multiplicity**: 1
**Total charge**: 0
**Orbital gap**: 8.5 eV

---

[3]
The following is a quantum chemistry calculation of one molecule with the formula C2H4N2S2, from the OMol25 dataset.

Each line ends with the Mulliken charge.
Atoms and positions in Å:
C1 1.32902 -0.68028 0.29210  0.09
C2 -1.76700 0.61608 -0.43349  -0.15
H1 1.27697 -0.17531 -1.55167  0.24
H2 1.64516 -1.37110 1.08224  0.32
H3 0.23052 0.25362 1.77329  0.30
H4 -2.43411 1.22858 -1.07639  0.29
N1 1.63180 -0.88862 -0.91239  -0.58
N2 0.60026 0.39288 0.84518  -0.30
S1 -0.28483 1.46435 -0.09521  0.00
S2 -2.22781 -0.84020 0.07633  -0.21

## Properties
**Spin multiplicity**: 1
**Total charge**: 0
**Orbital gap**: 8.7 eV

---

[4]
The following is a quantum chemistry calculation of a 2-piece molecular cluster, C2H4N3O overall at a distorted geometry, from the OMol25 dataset.

Each line ends with the Mulliken charge.
Atoms and positions in Å:
C1 1.01104 0.67774 0.56927  0.15
C2 0.19080 0.56630 -1.83581  -0.55
N1 -0.22455 -0.79997 1.78586  -0.41
N2 -1.06572 -1.33469 2.24832  0.82
N3 0.69423 0.66800 -0.54891  0.06
O1 -1.99577 -1.75358 2.73127  -0.46
H1 1.18544 0.50640 1.60799  0.48
H2 0.09079 -0.60359 -2.03324  0.31
H3 -0.85113 1.01330 -1.97669  0.31
H4 0.96487 1.06009 -2.54805  0.29

## Properties
**Spin multiplicity**: 1
**Total charge**: +1
**Orbital gap**: 11.8 eV

---

[5]
The following is a quantum chemistry calculation of a 2-piece molecular cluster, C2H4N3O overall at a distorted geometry, from the OMol25 dataset.

Each line ends with the Mulliken charge.
Atoms and positions in Å:
C1 0.72969 0.24237 0.05565  0.41
C2 -2.25645 -0.20023 0.06350  0.63
N1 -2.03524 -1.38379 0.04903  -0.47
N2 1.24231 -0.80982 0.09631  -0.05
N3 0.43504 1.50856 0.08442  -0.32
O1 -2.31226 0.92927 -0.00172  -0.42
H1 -2.62720 -2.05941 -0.25445  0.27
H2 1.61018 -1.77500 0.07861  0.37
H3 -0.42551 1.65356 -0.41743  0.29
H4 1.17565 2.16922 0.30331  0.28

## Properties
**Spin multiplicity**: 1
**Total charge**: +1
**Orbital gap**: 10.5 eV

---

[6]
The following is a quantum chemistry calculation of one molecule with the formula C2H4N4, from the OMol25 dataset.

Each line ends with the Mulliken charge.
Atoms and positions in Å:
N1 1.58440 0.08563 0.01338  -0.21
C1 0.12399 0.02853 0.00558  0.31
N2 -0.59918 -1.03259 -0.32091  -0.61
N3 -1.79572 -0.50355 -0.14335  0.28
N4 -1.84051 0.77528 0.25957  -0.48
C2 -0.55325 1.19535 0.37937  -0.67
H1 2.02347 -0.03170 -0.90381  0.35
H2 2.03620 -0.54717 0.67900  0.36
H3 -2.63166 -1.04532 -0.30362  0.24
H4 1.65227 1.07554 0.33478  0.42

## Properties
**Spin multiplicity**: 1
**Total charge**: 0
**Orbital gap**: 7.6 eV

---

[7]
The following is a quantum chemistry calculation of one molecule with the formula C2H4N4 at a distorted geometry, from the OMol25 dataset.

Each line ends with the Mulliken charge.
Atoms and positions in Å:
C1 1.03356 -0.58696 -0.59810  -0.28
C2 -0.28489 -0.06565 -0.64274  0.38
N1 -2.11226 1.17593 -0.89941  -0.59
N2 -1.22753 0.42374 -1.33194  -0.05
N3 1.18166 -0.56955 0.69900  -0.02
N4 0.01538 0.05838 1.00839  -0.47
H1 1.90281 -0.72368 -1.32632  0.32
H2 -1.92677 1.32181 0.12731  0.24
H3 1.98646 -0.51681 1.29460  0.25
H4 -0.56842 -0.51721 1.66921  0.22

## Properties
**Spin multiplicity**: 1
**Total charge**: 0
**Orbital gap**: 8.6 eV

---

[8]
The following is a quantum chemistry calculation of C2H4N4 as an isolated structure at a distorted geometry, from the OMol25 dataset.

Each line ends with the Mulliken charge.
Atoms and positions in Å:
C1 -1.01648 -1.16368 -0.20901  -0.69
C2 1.43848 1.17392 0.08717  -0.04
H1 -0.58721 -2.07201 0.45258  0.26
H2 -2.05719 -0.88735 -0.01081  0.30
H3 -0.89138 -1.59493 -1.12216  0.33
H4 2.37392 1.62873 -0.20144  0.38
N1 -0.13499 -0.01527 0.02384  1.02
N2 0.99382 0.15703 -0.54944  -0.75
N3 0.44176 1.84258 0.83785  -0.36
N4 -0.56072 0.93097 0.69142  -0.44

## Properties
**Spin multiplicity**: 1
**Total charge**: 0
**Orbital gap**: 11.7 eV

---

[9]
The following is a quantum chemistry calculation of a 2-piece molecular cluster, C2H4N4 overall at a distorted geometry, from the OMol25 dataset.

Each line ends with the Mulliken charge.
Atoms and positions in Å:
C1 1.18724 1.08653 0.40456  -0.64
N1 0.18809 0.21997 -0.12148  0.61
N2 0.37694 -0.96971 -0.62265  -0.69
C2 -0.82705 -1.51256 -0.58920  0.02
N3 -1.77654 -0.69460 -0.06642  -0.44
N4 -1.10441 0.33437 0.33576  -0.13
H1 1.95546 0.50402 0.96820  0.21
H2 -0.68141 1.74793 0.85448  0.42
H3 1.67410 1.81089 -0.25472  0.21
H4 -0.99242 -2.52682 -0.90853  0.43

## Properties
**Spin multiplicity**: 1
**Total charge**: 0
**Orbital gap (alpha / beta)**: 9.0 / 9.0 eV

---

[10]
The following is a quantum chemistry calculation of one molecule with the formula C2H4N4, from the OMol25 dataset.

Each line ends with the Mulliken charge.
Atoms and positions in Å:
N1 -1.76012 -0.21176 -0.24736  -0.48
C1 -0.40457 -0.05901 -0.04763  0.44
N2 0.37012 -1.10810 0.13801  -0.58
C2 1.61189 -0.56511 0.14690  -0.05
N3 1.66830 0.73825 0.00255  -0.66
N4 0.34496 1.06065 -0.12346  0.19
H1 -2.40659 0.44258 0.16904  0.26
H2 -1.96449 -1.17379 -0.00747  0.28
H3 2.49290 -1.18113 0.26089  0.40
H4 0.08883 2.02352 -0.28095  0.21

## Properties
**Spin multiplicity**: 1
**Total charge**: 0
**Orbital gap**: 9.8 eV

---

[11]
The following is a quantum chemistry calculation of C2H4N4O as an isolated structure at a distorted geometry, from the OMol25 dataset.

Each line ends with the Mulliken charge.
Atoms and positions in Å:
C1 -0.21811 1.27989 -0.01774  0.12
C2 1.39790 0.03620 -0.02912  0.50
H1 -2.21073 -0.60283 0.99014  0.27
H2 -2.19812 -1.27066 -0.62357  0.31
H3 -0.96371 2.08310 -0.11650  0.35
H4 2.65748 -1.34666 0.29403  0.39
N1 -2.00614 -0.32959 -0.04560  -0.73
N2 -0.64178 0.02041 -0.17622  0.66
N3 1.08415 1.31932 -0.08176  -0.56
N4 0.41993 -0.84002 -0.12770  -0.80
O1 2.67913 -0.34917 -0.06597  -0.50

## Properties
**Spin multiplicity**: 1
**Total charge**: 0
**Orbital gap**: 10.1 eV

---

[12]
The following is a quantum chemistry calculation of one molecule with the formula C2H4N4O at a distorted geometry, from the OMol25 dataset.

Each line ends with the Mulliken charge.
Atoms and positions in Å:
C1 0.65810 0.20079 0.71414  0.67
C2 -1.05869 -0.20650 -1.28583  -0.02
H1 2.12367 -0.60385 1.29180  0.26
H2 1.10809 -1.70965 0.17712  0.22
H3 -1.97740 -0.37928 -1.93402  0.29
H4 -1.86256 1.47906 -0.39838  0.28
N1 1.48804 0.33916 1.66104  -0.66
N2 0.62070 -0.88998 -0.07706  0.16
N3 -0.23041 -1.21190 -1.13566  -0.73
N4 -1.30186 0.61745 -0.25197  -0.24
O1 -0.12795 1.15811 0.36489  -0.23

## Properties
**Spin multiplicity**: 1
**Total charge**: 0
**Orbital gap**: 9.3 eV

---

Result set for energy above the lowest of the compared OMol25 structures with the same formula, charge and spin: 529.81 107.28 149.31 365.37 70.29 399.19 524.04 238.01 567.95 10.19 208.95 458.63 kJ/mol, one per record in the order listed.
Result set for molecular weight: 120.20 120.20 120.20 86.07 86.07 84.08 84.08 84.08 84.08 84.08 100.08 100.08 g mol⁻¹, one per record in the order listed.